DFT (the ωB97M-V functional and the def2-TZVPD basis) results for a molecular structure, C30H41CoN2O5SSi.

CARTESIAN COORDINATES (ANGSTROEM)
Co (-0.094574, -0.076952, -0.183832)
C (-4.446936, -5.320736, 0.117858)
O (-4.058431, -5.029777, 1.449709)
C (-3.117017, -4.080822, 1.626331)
C (-2.734383, -3.868707, 2.973213)
C (-1.789880, -2.931298, 3.244043)
C (-1.180953, -2.141837, 2.231581)
C (-0.201413, -1.166669, 2.594661)
C (0.245012, -1.028538, 4.029750)
O (0.332658, -0.370503, 1.787966)
C (-1.582426, -2.355964, 0.874563)
O (-1.131171, -1.698034, -0.139478)
C (-2.552162, -3.354919, 0.607325)
H (-5.187246, -6.112832, 0.185037)
H (-3.592135, -5.662551, -0.468120)
H (-4.887309, -4.444401, -0.364442)
H (-3.200622, -4.458672, 3.748944)
H (-1.501633, -2.775998, 4.274484)
H (0.573102, -1.979978, 4.445882)
H (-0.579323, -0.659309, 4.643453)
H (1.059046, -0.309770, 4.067951)
H (-2.820601, -3.488418, -0.431281)
C (-3.046902, -5.747365, -3.213865)
C (-2.407630, -4.385041, -3.215658)
C (-1.028161, -4.248513, -3.061881)
C (-0.421308, -3.010494, -3.164000)
C (-1.199029, -1.888661, -3.410885)
C (-2.573323, -1.992950, -3.529092)
C (-3.170651, -3.242837, -3.428750)
S (-0.411280, -0.326052, -3.671729)
O (0.573069, -0.505677, -4.709967)
O (-1.463351, 0.632613, -3.887106)
N (0.300459, -0.037452, -2.257721)
C (1.623246, 0.253690, -2.066905)
C (2.655813, 0.519782, -2.983349)
C (3.903099, 0.806531, -2.478543)
C (4.140620, 0.841144, -1.100411)
C (3.081728, 0.578358, -0.265796)
N (1.867452, 0.290705, -0.737962)
H (-2.496770, -6.446359, -2.583387)
H (-3.060225, -6.160277, -4.224744)
H (-4.079843, -5.703282, -2.868172)
H (-0.422780, -5.127926, -2.876744)
H (0.652195, -2.912325, -3.062747)
H (-3.158398, -1.102869, -3.715248)
H (-4.245671, -3.331000, -3.538299)
H (2.456933, 0.492575, -4.041419)
H (4.712775, 1.014357, -3.167020)
H (5.116365, 1.069317, -0.698305)
H (3.179400, 0.588775, 0.813019)
C (-1.108421, 3.089323, -1.586599)
Si (-1.459998, 2.180540, 0.011383)
C (-3.281882, 1.622007, 0.099330)
C (-3.582217, 0.741087, 1.315854)
C (-3.566752, 0.800645, -1.166238)
C (-4.195968, 2.854307, 0.124587)
C (-0.745980, 3.195950, 1.464555)
C (-1.251595, 2.730484, 2.831451)
C (0.782569, 3.056708, 1.434597)
C (-1.108416, 4.675877, 1.266921)
H (-1.737709, 3.980677, -1.668950)
H (-1.289644, 2.451168, -2.450644)
H (-0.065723, 3.412730, -1.621171)
H (-2.926800, -0.131470, 1.355047)
H (-4.612006, 0.372472, 1.252556)
H (-3.484909, 1.281399, 2.256926)
H (-2.970127, -0.115768, -1.186239)
H (-3.357744, 1.351753, -2.083632)
H (-4.623375, 0.509666, -1.178150)
H (-4.066118, 3.438715, 1.038359)
H (-5.243360, 2.535017, 0.086139)
H (-4.023238, 3.511941, -0.730349)
H (-1.089262, 1.660533, 2.981572)
H (-2.314963, 2.937400, 2.961144)
H (-0.715367, 3.263893, 3.624111)
H (1.091613, 2.040928, 1.690518)
H (1.228350, 3.741193, 2.164709)
H (1.200672, 3.302989, 0.455470)
H (-2.187562, 4.839640, 1.241999)
H (-0.685600, 5.075347, 0.343710)
H (-0.703798, 5.264566, 2.097721)

Atoms 1-6, force components in eV/Å:
0.09 -0.05 -0.06
-0.01 0.00 -0.01
0.01 0.00 0.02
0.01 0.00 0.01
0.00 0.01 -0.01
0.00 0.00 0.00

Values from the calculation:
Max |F| (hartree/bohr): 0.0023
Spin multiplicity: 5
Total energy (eV): -101333.8724
ΔE to the lowest compared entry with this formula, charge and spin (kJ/mol): 0.0
HOMO-LUMO gap (alpha / beta) (eV): 7.5706 / 7.3259
⟨S²⟩: 6.008